# 1
The following is a DFT calculation (wB97M-V/def2-TZVPD) of 15 unconnected molecules or ions with the total composition C27H71NO16 in a non-equilibrium geometry.

## Properties
- maximum force (Eh/bohr) = 0.026
- relative energy (zero: lowest compared OMol25 entry of this formula, charge and spin) (kJ/mol) = 0.0

Structure (XYZ):
```
115
Properties=species:S:1:pos:R:3:forces:R:3:lowdin_charge:R:1
C 5.42742 -2.69440 -1.40420 0.20 0.16 -0.12 -0.10
C 5.15571 -1.31294 -2.04026 0.19 -0.50 0.47 -0.23
C 4.17405 -0.40886 -1.27877 0.22 0.27 -0.63 -0.18
C 2.91746 0.03498 -2.05837 -0.19 0.13 0.63 -0.29
C 2.65088 1.49678 -1.64511 -0.06 -0.46 -0.62 -0.05
C 1.68819 -0.81805 -1.78988 -0.54 -0.55 0.02 -0.13
C 0.40925 -0.37601 -2.20668 -0.23 -0.57 0.28 -0.01
C -0.76226 -1.10509 -1.96625 0.72 -0.24 0.32 0.02
C -0.63898 -2.32183 -1.29426 0.27 0.60 -0.29 -0.10
C 0.61074 -2.80149 -0.90962 0.18 0.80 -0.33 -0.07
C 1.77460 -2.07066 -1.14974 -0.54 0.15 -0.10 0.08
C 0.41969 -4.12348 -0.25028 -0.49 1.19 -0.28 -0.40
O 1.23452 -4.92341 0.07672 0.66 -0.82 0.35 0.14
N -0.97848 -4.26823 -0.10747 0.42 -0.76 -0.69 0.18
C -1.66134 -3.29538 -0.86631 0.09 -0.39 0.61 -0.39
O -2.85214 -3.34558 -1.03266 -0.40 0.34 -0.48 0.10
H 6.44017 -2.73846 -1.00579 0.04 -0.01 0.09 0.06
H 4.76388 -2.92330 -0.57253 -0.13 -0.07 -0.01 0.05
H 5.36052 -3.49167 -2.14101 -0.13 -0.12 0.02 0.07
H 4.85285 -1.44319 -3.07499 -0.17 0.07 -0.07 0.10
H 6.10565 -0.78947 -2.08388 0.08 0.05 -0.20 0.08
H 3.90950 -0.82123 -0.30596 -0.10 -0.07 0.06 0.11
H 4.70471 0.51660 -1.05902 0.06 0.05 0.09 0.10
H 3.13325 -0.02700 -3.12562 -0.02 0.02 -0.12 0.14
H 2.76501 1.53753 -0.57277 -0.12 0.34 0.20 0.06
H 3.37543 2.14871 -2.13175 0.17 0.05 0.15 0.08
H 1.66864 1.86400 -1.92503 -0.09 0.06 0.07 0.06
H 0.30642 0.56013 -2.73647 0.13 0.05 -0.01 0.11
H -1.73126 -0.74211 -2.27717 -0.02 0.05 -0.05 0.12
H 2.72290 -2.47501 -0.83139 0.04 0.00 -0.02 0.10
H -1.26797 -5.22874 -0.25894 -0.42 0.08 0.53 0.16
C -3.64971 -4.27424 2.17323 -0.29 0.13 -0.18 -0.15
O -4.84142 -4.12549 2.92836 0.05 -0.03 0.12 -0.12
H -2.81982 -4.40594 2.86263 -0.01 -0.01 0.03 0.06
H -3.70789 -5.14773 1.51621 0.11 0.00 -0.03 0.08
H -3.46686 -3.38390 1.56702 0.17 -0.07 -0.05 0.07
H -5.56977 -3.99627 2.31166 -0.10 0.05 0.04 0.03
C 1.73349 3.21733 2.25001 0.33 0.17 -0.11 -0.15
O 2.52485 2.95851 1.09229 -0.13 0.06 0.28 -0.14
H 0.77658 2.71392 2.13899 0.02 -0.04 -0.11 0.09
H 2.22905 2.84526 3.14994 -0.09 0.03 0.06 0.08
H 1.56875 4.29450 2.33886 -0.14 -0.03 0.20 0.06
H 3.35908 3.42126 1.21871 0.02 -0.02 -0.05 0.08
C 0.11412 -4.15803 4.49895 -0.16 0.04 -0.01 -0.16
O -0.95748 -3.24757 4.72186 0.10 -0.11 -0.03 -0.13
H 1.03331 -3.57792 4.49173 0.01 0.02 0.00 0.08
H 0.17642 -4.90550 5.29431 0.04 -0.01 -0.01 0.08
H 0.01499 -4.66766 3.53609 0.05 -0.01 0.00 0.07
H -1.77341 -3.75563 4.73199 -0.06 0.09 0.05 0.06
C -7.45400 -1.84626 2.79749 -0.16 0.03 -0.07 -0.12
O -7.76176 -2.83788 1.80476 0.19 -0.02 0.22 -0.15
H -7.00844 -2.34658 3.65053 0.02 -0.18 0.00 0.08
H -6.75396 -1.11361 2.40182 0.00 0.05 0.04 0.06
H -8.36667 -1.34075 3.11982 0.04 0.05 0.04 0.09
H -8.17219 -2.38341 1.06275 0.00 -0.02 -0.02 0.08
C -0.08391 -1.85031 -5.57266 0.03 -0.11 0.12 -0.15
O 0.86418 -2.32693 -4.62669 -0.02 -0.02 -0.14 -0.12
H 0.15158 -0.80616 -5.76568 0.01 0.02 0.00 0.08
H -0.02618 -2.40265 -6.51413 -0.02 0.03 -0.03 0.08
H -1.10446 -1.91388 -5.18313 -0.01 0.03 -0.03 0.07
H 0.66540 -3.24964 -4.44565 0.05 -0.01 0.03 0.08
C 3.25384 6.32043 4.19319 0.18 -0.08 -0.15 -0.14
O 4.00964 5.99137 3.02274 -0.06 0.08 0.09 -0.14
H 2.28747 5.83352 4.09942 -0.01 -0.01 0.01 0.07
H 3.75671 5.95193 5.08959 -0.09 0.01 0.05 0.08
H 3.10235 7.39856 4.27807 -0.03 -0.01 0.01 0.08
H 4.86722 6.41337 3.12374 0.04 -0.04 -0.05 0.06
C 0.14296 5.02066 -0.67415 0.40 0.10 -0.10 -0.14
O 0.93549 4.75411 -1.82891 -0.22 0.01 -0.02 -0.13
H -0.81178 4.51441 -0.78908 0.02 -0.03 -0.06 0.08
H 0.65001 4.64401 0.21592 -0.15 0.00 0.07 0.05
H -0.03099 6.09583 -0.57258 -0.12 -0.03 0.10 0.08
H 1.77430 5.20479 -1.70475 0.06 -0.08 -0.06 0.07
C -6.58878 -4.59035 -0.89881 0.36 -0.04 -0.24 -0.15
O -5.71836 -4.57521 -2.02447 -0.25 -0.01 0.03 -0.12
H -7.48541 -5.13062 -1.19404 -0.02 -0.01 0.01 0.08
H -6.13084 -5.10861 -0.05035 -0.06 0.02 0.05 0.07
H -6.86861 -3.58199 -0.59101 -0.03 0.03 0.05 0.05
H -4.91518 -4.09916 -1.79458 0.15 0.02 0.13 0.03
C 6.63337 2.04508 -3.46523 -0.14 -0.18 -0.25 -0.16
O 6.09334 0.88498 -4.10949 0.06 0.30 0.11 -0.13
H 7.22003 1.71320 -2.61195 -0.02 -0.05 0.00 0.08
H 7.28365 2.59365 -4.15128 0.04 0.07 0.09 0.07
H 5.84616 2.71119 -3.11148 0.04 0.04 0.05 0.06
H 5.57619 1.20466 -4.85391 -0.03 -0.12 -0.04 0.08
C -7.44782 -6.45593 2.64816 -0.13 0.33 -0.01 -0.16
O -8.03032 -5.40255 3.40158 0.00 -0.13 0.01 -0.12
H -7.32107 -7.30723 3.31241 0.01 -0.01 0.02 0.08
H -8.09478 -6.74994 1.81560 0.05 -0.08 -0.02 0.08
H -6.46771 -6.16429 2.25933 0.04 -0.12 0.00 0.05
H -8.13651 -4.64000 2.82096 0.01 0.08 -0.06 0.03
C -5.93522 -0.64254 -0.43905 -0.06 0.12 0.05 -0.13
O -6.80932 0.13166 0.38804 0.13 -0.07 -0.21 -0.15
H -5.69573 -1.55130 0.10876 0.01 -0.02 0.02 0.06
H -6.41285 -0.91216 -1.38389 0.02 -0.04 0.00 0.09
H -5.00736 -0.10538 -0.64916 0.02 -0.03 -0.01 0.08
H -7.01892 0.94070 -0.08838 -0.04 0.02 0.04 0.08
C 8.63270 4.94242 -2.30621 -0.28 -0.04 0.07 -0.15
O 7.26101 4.78938 -1.96146 0.21 -0.03 -0.23 -0.15
H 8.93477 4.04654 -2.84381 0.05 -0.01 -0.02 0.07
H 8.78648 5.81002 -2.95285 0.06 0.00 -0.04 0.08
H 9.25885 5.04629 -1.41642 0.05 0.00 0.00 0.08
H 6.99885 5.58732 -1.48414 -0.03 -0.04 0.16 0.03
C 5.75270 7.66520 0.18659 -0.01 -0.24 0.04 -0.12
O 6.67463 6.57538 0.08634 -0.17 0.28 0.10 -0.13
H 6.12667 8.48053 -0.42561 0.09 -0.03 -0.01 0.08
H 4.76797 7.36830 -0.17934 -0.04 0.09 0.04 0.08
H 5.66943 8.00561 1.22085 -0.04 0.08 -0.04 0.07
H 6.33778 5.86024 0.63628 0.08 -0.07 -0.07 0.09
C -6.30649 2.32851 2.89049 0.11 -0.06 -0.10 -0.16
O -5.08291 2.57142 2.20525 -0.08 0.02 0.03 -0.12
H -6.62612 3.26169 3.34782 0.07 0.05 -0.01 0.08
H -7.07822 1.99164 2.19593 -0.09 -0.04 0.10 0.06
H -6.17504 1.57937 3.67552 -0.08 0.00 0.02 0.08
H -4.81109 1.73929 1.80726 0.01 0.00 -0.01 0.06
```
Positions in Å, forces in eV/Å.

---

# 2
The following is a DFT calculation (wB97M-V/def2-TZVPD) of a molecular structure, C27H72CuF2NO31S11 in a non-equilibrium geometry.

## Properties
- maximum force (Eh/bohr) = 0.222
- charge = +1
- relative energy (zero: lowest compared OMol25 entry of this formula, charge and spin) (kJ/mol) = 1292.7
- 2S+1 = 2

Structure (XYZ):
```
145
Properties=species:S:1:pos:R:3:forces:R:3:lowdin_charge:R:1
Cu 0.03536 -18.05695 -14.78052 -0.02 0.03 -0.06 1.00
N 2.43414 -17.17668 -11.04127 -1.38 -0.39 2.87 -0.09
S 3.79577 -16.61613 -10.62430 8.29 4.32 -6.54 0.47
O 4.82494 -17.47964 -10.14264 -1.27 0.04 0.85 -0.11
O 3.86068 -15.21536 -10.22939 -0.97 -1.56 0.59 -0.09
F 4.25915 -16.43520 -12.18129 -0.30 -0.30 1.14 -0.19
S 2.07496 -17.40006 -9.40051 -8.22 -3.41 6.61 0.62
O 1.85037 -16.23075 -8.51785 1.67 -2.44 -3.18 -0.20
O 2.50263 -18.66798 -8.80958 0.83 2.77 -1.86 -0.20
F 0.52141 -17.85738 -9.69557 1.37 0.99 -0.48 -0.21
O -5.63860 -12.58701 -12.16991 1.84 0.40 -1.53 -0.29
S -4.37727 -12.37311 -12.87493 2.08 -0.60 0.15 0.72
O -3.47631 -13.51494 -13.24547 -2.65 2.78 0.58 -0.35
O -4.55208 -11.46610 -14.27297 0.65 -2.51 1.35 -0.25
C -5.43528 -10.39983 -14.27334 -1.50 2.98 0.56 -0.35
C -5.35826 -9.60367 -15.56928 0.35 -1.03 0.00 -0.06
C -3.27154 -11.22330 -11.88036 -0.53 -0.27 -1.52 -0.10
H -5.23436 -9.67559 -13.48391 0.65 -0.08 0.45 0.11
H -6.49039 -10.58374 -14.07079 0.01 -1.16 -0.19 0.12
H -5.62705 -10.30517 -16.35906 -0.06 0.37 -0.36 0.08
H -4.34723 -9.23625 -15.74512 -0.05 0.03 -0.03 0.08
H -6.05461 -8.76634 -15.52372 0.01 -0.13 -0.06 0.09
H -3.74572 -10.25688 -11.70921 -0.53 -0.48 0.72 0.06
H -2.45124 -10.91598 -12.52903 0.14 -0.68 -0.20 0.06
H -2.89698 -11.80544 -11.03839 -0.37 0.34 0.08 0.07
O 12.70144 -25.85333 -9.48283 -0.42 -0.29 1.31 -0.31
S 12.06029 -26.56663 -8.39428 0.37 -0.26 1.48 0.70
O 12.69468 -26.65843 -7.03712 -1.87 0.57 -3.50 -0.32
O 10.47021 -26.00835 -8.28766 1.76 -0.78 0.60 -0.28
C 10.31105 -24.69187 -7.68759 0.09 0.72 -1.13 -0.28
C 8.86992 -24.27713 -7.83174 -0.50 -0.93 0.35 -0.08
C 11.70708 -28.24355 -8.99232 -0.45 0.74 0.16 -0.12
H 10.88154 -24.00947 -8.31765 0.55 0.09 0.44 0.11
H 10.58859 -24.64387 -6.63460 0.37 -0.38 -0.17 0.12
H 8.54100 -24.13093 -8.86059 0.22 0.06 0.03 0.08
H 8.65588 -23.39394 -7.22987 0.12 0.05 -0.11 0.08
H 8.29897 -25.10647 -7.41423 -0.43 0.11 0.02 0.08
H 11.28734 -28.18140 -9.99634 -0.07 0.27 0.14 0.07
H 10.97592 -28.67052 -8.30589 0.28 -0.17 -0.03 0.07
H 12.63949 -28.80327 -9.06598 -0.01 0.21 0.42 0.08
O 1.36961 -10.06465 -3.06676 -1.54 -0.64 -0.30 -0.29
S 0.12873 -10.34299 -3.77097 -1.26 0.63 0.03 0.66
O -1.10190 -9.59314 -3.46928 2.26 -1.26 -0.24 -0.31
O 0.46289 -10.14057 -5.33227 -0.29 -1.09 1.50 -0.29
C 0.99639 -8.86571 -5.70616 0.51 -0.06 -1.58 -0.26
C 2.17167 -9.16318 -6.62173 0.06 -0.35 -0.56 -0.08
C -0.35410 -12.12588 -3.82179 0.21 0.10 0.00 -0.11
H 1.33506 -8.20486 -4.90824 -0.59 -0.29 0.32 0.12
H 0.17403 -8.48796 -6.31371 0.23 0.87 0.28 0.12
H 2.52440 -8.27204 -7.14091 0.04 0.12 0.21 0.08
H 1.85577 -9.86032 -7.39782 -0.21 0.03 -0.12 0.07
H 3.00839 -9.67342 -6.14460 -0.04 0.31 0.40 0.08
H -1.04332 -12.32987 -4.64122 0.15 0.58 -0.19 0.06
H -0.90770 -12.41335 -2.92792 0.22 0.59 0.26 0.07
H 0.48721 -12.81231 -3.91729 0.26 0.46 -0.01 0.06
O -4.11065 -19.26399 -1.23547 -1.14 -1.53 0.30 -0.31
S -5.08388 -20.33824 -1.07414 -0.65 -0.93 -0.70 0.70
O -6.50550 -20.09248 -1.42255 3.43 -0.86 0.66 -0.31
O -4.59885 -21.69761 -1.94141 -0.82 1.22 1.43 -0.32
C -3.21808 -22.21758 -1.76732 -0.66 1.78 -1.84 -0.21
C -2.49503 -21.59172 -2.99481 0.36 -0.86 0.47 -0.07
C -5.04796 -21.04386 0.63753 -0.64 0.80 -0.02 -0.11
H -3.29722 -23.30281 -1.83142 -0.05 0.15 0.11 0.12
H -2.79854 -21.89741 -0.81361 0.00 -0.03 -0.03 0.11
H -2.59098 -20.50613 -3.01437 0.19 -0.10 0.37 0.07
H -2.90272 -21.94403 -3.94231 -0.37 -0.22 0.21 0.07
H -1.45468 -21.91653 -3.01138 0.21 0.30 0.12 0.07
H -5.92336 -20.53474 1.04076 -0.06 -0.18 0.20 0.06
H -4.21531 -20.79121 1.29400 0.31 0.31 -0.68 0.07
H -5.20244 -22.12108 0.69935 -0.12 0.13 -0.63 0.07
O 14.37693 -17.32222 -4.86335 -0.10 -0.62 -0.46 -0.28
S 13.71707 -18.59318 -4.77507 -1.49 -1.77 -0.22 0.67
O 13.19363 -19.03140 -3.49389 0.87 0.25 -1.69 -0.29
O 12.37374 -18.65189 -5.77565 1.07 -0.30 0.76 -0.30
C 12.39995 -17.86286 -6.97917 -0.23 1.81 1.14 -0.26
C 11.72559 -16.49075 -6.65113 0.84 -0.19 -0.92 -0.07
C 14.68173 -19.98208 -5.66799 -0.36 1.30 1.01 -0.07
H 11.86730 -18.33626 -7.80396 -0.08 -0.47 0.41 0.12
H 13.43885 -17.73331 -7.28252 0.00 0.23 -0.12 0.10
H 12.21907 -15.90491 -5.87565 0.14 -0.56 0.28 0.07
H 10.66423 -16.57345 -6.41707 0.10 -0.20 -0.08 0.07
H 11.86628 -15.86528 -7.53266 -0.39 0.06 -0.27 0.07
H 15.72895 -19.92298 -5.37152 -0.11 0.19 0.02 0.06
H 14.56959 -19.79264 -6.73553 -0.02 -0.03 0.16 0.05
H 14.28081 -20.94935 -5.36506 -0.26 0.30 -0.02 0.06
O 6.23844 -19.14166 1.21643 -1.23 -0.15 -3.85 -0.32
S 5.95224 -19.33122 -0.23556 1.02 -0.79 0.36 0.73
O 4.68164 -19.90545 -0.75679 2.71 1.47 1.26 -0.33
O 6.25694 -17.88912 -1.00158 -0.38 -1.62 1.68 -0.31
C 5.81021 -17.63193 -2.36211 1.12 0.21 0.58 -0.24
C 5.78654 -16.10467 -2.41322 -1.43 -0.02 -0.06 -0.07
C 7.41475 -20.38056 -0.90055 -0.73 0.52 0.72 -0.09
H 4.84376 -18.11805 -2.49531 -0.01 0.29 -0.22 0.11
H 6.57754 -18.08141 -2.99242 -0.20 0.00 -0.37 0.11
H 5.31249 -15.72163 -3.31692 0.07 -0.24 -0.26 0.07
H 6.69348 -15.51896 -2.26316 0.26 -0.72 0.09 0.08
H 5.08297 -15.85693 -1.61841 0.12 0.40 0.12 0.08
H 8.34010 -20.19376 -0.35563 -0.33 0.67 0.24 0.06
H 7.61057 -20.17481 -1.95290 -0.47 -0.10 0.04 0.05
H 7.20614 -21.42818 -0.68366 -0.50 0.10 -0.34 0.06
O 10.15897 -14.17099 -14.58123 0.56 1.17 -0.15 -0.29
S 10.56812 -12.83356 -14.92758 -0.93 1.45 -0.26 0.68
O 10.22057 -12.24343 -16.21573 0.27 -0.78 1.68 -0.31
O 9.91321 -11.85650 -13.68350 0.36 -1.93 -2.40 -0.25
C 9.98685 -10.45571 -13.88710 1.20 1.37 0.76 -0.33
C 9.00474 -9.75047 -12.99065 -0.82 -0.67 -0.04 -0.07
C 12.33672 -12.53523 -14.66749 -1.00 -0.07 -0.13 -0.11
H 9.91352 -10.01872 -14.88297 -0.30 -1.00 -0.48 0.12
H 10.98761 -10.17827 -13.55602 0.24 0.22 0.10 0.11
H 8.00046 -9.78303 -13.41310 -0.01 0.26 -0.28 0.08
H 9.32185 -8.71608 -12.85820 -0.14 -0.12 0.26 0.09
H 8.87891 -10.31470 -12.06657 0.46 0.40 0.34 0.08
H 12.50936 -12.96654 -13.68146 0.52 0.29 -0.15 0.07
H 12.46589 -11.45781 -14.77029 -0.09 0.01 0.58 0.06
H 12.94448 -12.93465 -15.47940 -0.34 -0.58 0.17 0.08
O 4.62921 -18.83853 -20.99759 -0.68 -2.66 2.22 -0.32
S 4.46864 -19.96619 -20.04027 0.91 0.45 -1.07 0.73
O 3.78861 -19.78547 -18.74705 0.83 -0.49 -2.56 -0.33
O 3.73447 -21.27465 -20.83077 0.81 1.16 2.41 -0.27
C 4.20530 -21.59729 -22.12496 -1.32 0.82 -2.50 -0.31
C 3.34133 -22.70334 -22.79939 0.92 0.19 1.73 -0.05
C 6.16760 -20.66936 -19.65745 -1.07 0.86 0.66 -0.09
H 5.23601 -21.93623 -22.22909 0.19 0.29 0.67 0.11
H 4.03988 -20.68822 -22.70317 0.56 0.09 -0.22 0.11
H 2.27364 -22.62060 -22.59622 0.12 0.23 -0.13 0.08
H 3.72837 -23.58153 -22.28259 -0.48 -0.63 -0.53 0.07
H 3.56027 -22.73051 -23.86683 -0.03 -0.06 0.16 0.08
H 6.76848 -19.85108 -19.26065 -0.21 0.37 -0.35 0.06
H 6.70574 -21.11836 -20.49226 -0.53 -0.09 0.04 0.06
H 6.00321 -21.28830 -18.77541 -0.05 -0.52 -0.47 0.06
O -13.43265 -20.47499 -7.13903 2.57 -0.75 0.60 -0.29
S -12.20190 -21.12903 -6.69106 -0.57 0.14 0.87 0.66
O -11.89467 -22.47987 -7.11485 -0.29 1.12 0.19 -0.29
O -10.90892 -20.19900 -6.96890 -3.01 0.85 -1.10 -0.29
C -9.65675 -20.79502 -6.89092 1.38 -0.31 -0.24 -0.29
C -8.67554 -19.63173 -7.15717 0.39 -0.37 0.83 -0.05
C -12.12328 -21.04952 -4.85628 -0.55 0.11 -0.74 -0.10
H -9.60668 -21.61340 -7.60915 0.27 0.13 -0.18 0.11
H -9.63636 -21.26617 -5.90822 0.95 0.15 0.24 0.11
H -8.72906 -19.23067 -8.16929 -0.46 -0.07 0.11 0.08
H -7.61863 -19.83603 -6.98600 -0.03 -0.74 -0.05 0.07
H -8.85232 -18.85613 -6.41199 -0.40 0.22 -0.26 0.08
H -13.17783 -21.07107 -4.58141 0.17 -0.44 0.34 0.06
H -11.71485 -20.10606 -4.49410 -0.01 0.08 -0.47 0.07
H -11.50707 -21.86099 -4.46911 -0.40 -0.12 -0.13 0.07
```
Positions in Å, forces in eV/Å.